ORCA calculation (the ωB97M-V functional and the def2-TZVPD basis) on a structure of composition C17H28ClO3PSn in a non-equilibrium geometry.

Values from the calculation:
Gap between HOMO and LUMO = 0.19216 Ha
Energy relative to the best compared isomer or geometry (same formula, charge and spin) = 0.0 kJ/mol
Charge = +2
F_max = 2.0 eV/A
Energy = -1905.451944 hartree

Positions of all 51 atoms, in Å:
1 C 0.18663 0.52878 -5.71113
2 C 1.54390 1.00020 -5.45497
3 C -0.05078 -0.88736 -5.99487
4 C -0.92283 1.48838 -5.73097
5 Cl 0.21557 1.05325 -0.72168
6 H 0.00655 -1.11231 -7.07691
7 H -1.02134 -1.21831 -5.59378
8 H 0.70493 -1.49877 -5.47926
9 H 2.05277 1.32742 -6.37655
10 H 2.14541 0.21797 -4.97763
11 H 1.54367 1.82150 -4.72799
12 H -1.06818 1.93509 -6.73507
13 H -0.72054 2.30027 -5.01400
14 H -1.86295 1.02448 -5.39006
15 C 2.05934 -1.52018 1.16019
16 C 1.67203 -2.56675 0.22024
17 C 1.83843 -2.05243 -1.09335
18 H 1.35850 -3.56918 0.51134
19 C 2.31122 -0.71257 -1.00540
20 C 2.45159 -0.36587 0.38098
21 H 2.79611 0.58677 0.79133
22 H 2.15490 -1.62570 2.23182
23 H 1.74268 -2.60733 -2.02999
24 H 2.51719 -0.05829 -1.85907
25 C -2.18064 0.86699 0.97668
26 C -2.04226 -0.30861 1.78575
27 C -2.43547 -1.44682 0.98137
28 H -1.78281 -0.34353 2.82352
29 C -2.92485 -0.92972 -0.24463
30 C -2.76102 0.46695 -0.24618
31 H -3.01743 1.12689 -1.07237
32 H -1.86516 1.86434 1.25707
33 H -2.42302 -2.47383 1.31051
34 H -3.48561 -1.45709 -1.00569
35 Sn -0.03812 -0.73326 0.83648
36 C 0.07908 -1.94853 4.53873
37 O 0.26387 -0.87752 3.59805
38 P 1.24059 0.43769 3.94716
39 O 0.59018 1.07247 5.27062
40 C -0.80058 1.13599 5.61781
41 O 0.57671 1.27646 2.65608
42 C 0.65586 2.71016 2.76219
43 H 0.11351 -2.89470 3.98374
44 H -0.89192 -1.84012 5.03919
45 H 0.89038 -1.93510 5.27735
46 H -1.47855 1.26320 4.76565
47 H -1.09287 0.25852 6.19803
48 H -0.88867 2.01085 6.26205
49 H 0.80201 3.11518 1.75966
50 H -0.26453 3.10365 3.20467
51 H 1.50649 2.99040 3.39328

ORCA calculation (the ωB97M-V functional and the def2-TZVPD basis) on a cluster of 4 separate species, C17H28FN7O2S in total in a non-equilibrium geometry.

Values from the calculation:
Gap between HOMO and LUMO = 0.32599 Ha
SMILES = O=[SH](=O)Cc1nnc(CCF)nn1.CCCC#N.CCCC#N.CCCC#N
Charge = 0
F_max = 2.1 eV/A
Energy = -1696.267748 hartree

Positions of all 56 atoms, in Å:
1 O 2.07065 -2.39062 -2.60778
2 S 1.03091 -1.75773 -3.37856
3 O 0.02048 -2.68283 -3.81320
4 C 0.34876 -0.44887 -2.33047
5 C -1.13779 -0.34995 -2.47204
6 N -1.81535 -0.26658 -1.34403
7 N -3.12878 -0.21169 -1.46191
8 C -3.59989 -0.24842 -2.69619
9 C -5.09303 -0.24578 -2.84248
10 C -5.52148 -1.71260 -2.96465
11 F -5.02740 -2.38908 -1.87460
12 N -2.91422 -0.28908 -3.82540
13 N -1.60373 -0.34260 -3.70565
14 H 1.51537 -1.10939 -4.47715
15 H 0.65320 -0.63270 -1.30906
16 H 0.76134 0.50013 -2.71268
17 H -5.34264 0.25825 -3.76972
18 H -5.56442 0.24446 -2.00049
19 H -6.59710 -1.83013 -3.01940
20 H -5.01264 -2.11151 -3.83772
21 C 2.65514 2.17776 1.42511
22 C 1.72948 3.34715 1.12627
23 C 0.63426 2.91838 0.14819
24 C 1.24691 2.46451 -1.10670
25 N 1.73620 2.11523 -2.07565
26 H 3.15893 1.83616 0.52073
27 H 3.42857 2.45434 2.14334
28 H 2.09343 1.33911 1.83894
29 H 2.30234 4.18019 0.71305
30 H 1.27248 3.70694 2.05034
31 H -0.04711 3.74098 -0.06452
32 H 0.04962 2.10141 0.56938
33 C 3.08788 -4.66178 -0.39229
34 C 4.29975 -3.85983 -0.85107
35 C 4.66457 -2.72515 0.11263
36 C 3.54973 -1.77903 0.23097
37 N 2.66584 -1.06477 0.30064
38 H 2.19320 -4.03970 -0.34544
39 H 2.88284 -5.47321 -1.09009
40 H 3.25666 -5.09830 0.59509
41 H 4.09996 -3.44827 -1.84197
42 H 5.15844 -4.52756 -0.94721
43 H 5.54104 -2.18727 -0.24894
44 H 4.89581 -3.11977 1.10300
45 C -1.00548 3.17494 5.21360
46 C -2.11296 2.13769 5.06304
47 C -2.00663 1.33778 3.76078
48 C -2.10444 2.22811 2.59725
49 N -2.18071 2.92231 1.69683
50 H -1.05051 3.92506 4.42239
51 H -1.10110 3.69901 6.16450
52 H -0.02038 2.70429 5.18455
53 H -3.08178 2.63873 5.10688
54 H -2.07251 1.44443 5.90495
55 H -2.80682 0.60048 3.70020
56 H -1.05492 0.80636 3.71443

no.,E_LUMO (eV)
1,-8.3
2,-0.7